A 6-piece molecular cluster, C35H84BNO20S overall at a distorted geometry. Source: OMol25; level of theory: ωB97M-V with the def2-TZVPD basis set.

Last column: Löwdin charge in e.
Atoms and positions in Å:
H (1.77, 7.74, 0.16)  0.088
H (-4.04, -9.05, 1.32)  0.088
O (6.14, 11.17, -4.08)  -0.203
O (2.39, 6.17, 1.37)  -0.204
H (4.00, -0.71, -2.30)  0.128
O (-4.67, -4.59, -0.57)  -0.138
C (-5.23, -0.57, -2.13)  -0.096
H (-2.96, 0.93, -3.84)  0.109
C (7.21, 8.49, -1.55)  -0.201
H (1.97, -8.96, 1.74)  0.129
C (-6.72, -5.57, -1.50)  -0.200
O (1.25, -8.00, 6.18)  -0.204
H (-2.99, -5.72, 1.03)  0.122
O (-4.54, -7.07, 1.28)  -0.200
H (1.66, -10.85, 3.43)  0.126
C (1.17, -2.30, -1.78)  -0.179
C (3.15, -8.21, 4.72)  -0.178
H (5.67, 12.32, -5.73)  0.088
H (-0.53, -1.88, -0.54)  0.127
H (5.90, 10.57, -6.04)  0.088
C (4.19, 3.32, 3.18)  -0.202
C (6.25, 11.43, -5.46)  -0.112
H (1.73, -6.72, 1.33)  0.092
H (-8.73, -4.62, -0.09)  0.087
C (2.69, 7.23, 0.47)  -0.109
O (7.66, 9.83, -1.39)  -0.203
H (-4.65, 0.63, -4.26)  0.100
C (1.62, 3.89, 1.53)  -0.177
H (-5.18, -1.12, -1.17)  0.068
H (4.76, 2.98, 1.16)  0.124
H (3.80, 2.32, 3.43)  0.128
H (7.36, 9.92, 0.66)  0.087
H (-0.39, -8.20, 7.37)  0.088
C (-4.26, 0.68, -2.11)  -0.239
H (4.18, 4.62, 1.43)  0.121
H (5.07, -2.74, -2.40)  0.087
C (0.27, -2.63, -0.61)  -0.197
C (6.29, 8.38, -2.75)  -0.178
H (2.09, -2.89, -1.76)  0.121
H (1.12, -7.80, 8.24)  0.087
H (3.33, 7.94, 0.99)  0.087
C (5.21, -2.63, -1.32)  -0.115
H (-11.05, 1.94, -3.82)  0.094
C (-4.00, 1.19, -3.56)  -0.189
S (-7.54, 3.61, -2.17)  1.017
O (0.75, -7.71, 2.85)  -0.204
H (8.09, 7.86, -1.71)  0.127
O (2.76, 3.11, 1.19)  -0.140
H (-3.93, -5.60, 2.55)  0.128
H (6.10, -2.02, -1.12)  0.087
N (-5.16, 3.34, -2.92)  -0.153
H (2.28, 0.72, -1.08)  0.125
H (2.72, -7.41, 4.12)  0.121
H (-4.23, 2.94, -4.83)  0.114
H (4.31, 11.92, -3.57)  0.127
H (0.82, -2.60, 2.62)  0.090
O (-8.97, 2.84, -2.48)  -0.363
C (2.65, -8.19, 6.15)  -0.202
H (-8.33, -0.14, -5.08)  0.102
C (-5.21, -5.63, -1.38)  -0.179
H (-5.00, 4.34, -2.77)  0.116
C (0.69, -8.38, 7.42)  -0.113
O (-6.45, 3.06, -3.39)  -0.340
C (-8.88, 1.39, -2.41)  -0.118
H (4.24, -8.06, 4.74)  0.126
O (-10.45, 1.57, -4.46)  0.145
H (-4.59, -3.75, 1.25)  0.125
C (-3.99, -5.78, 1.47)  -0.201
H (-7.85, 1.03, -2.22)  0.081
H (5.45, 10.64, -1.63)  0.122
H (-9.28, -6.01, -1.09)  0.088
O (-7.34, -6.13, -0.36)  -0.203
H (-3.18, 3.18, -3.42)  0.127
H (2.92, -9.13, 6.65)  0.128
O (4.06, -2.06, -0.73)  -0.203
H (0.84, -9.45, 7.59)  0.088
H (9.00, 9.40, 0.14)  0.087
C (4.80, 10.94, -3.68)  -0.202
H (2.79, 4.72, 5.79)  0.088
H (-4.72, 1.42, -1.43)  0.088
H (0.39, -5.85, 2.10)  0.079
H (-0.18, -3.62, -0.76)  0.125
H (1.82, 5.04, -0.27)  0.128
H (-6.26, -0.20, -2.34)  0.048
O (2.97, -9.47, 4.08)  -0.131
O (4.96, 8.80, -2.48)  -0.139
C (-3.57, -8.08, 1.46)  -0.110
H (-4.87, -6.61, -1.03)  0.121
H (4.24, 3.69, 5.77)  0.087
H (-2.76, -7.97, 0.72)  0.082
H (-7.04, -6.15, -2.38)  0.127
C (1.16, -9.02, 2.48)  -0.201
H (4.47, -0.06, -0.71)  0.125
H (5.26, 3.36, 3.43)  0.127
H (-0.54, -3.36, 1.77)  0.076
H (3.12, -7.35, 6.68)  0.127
H (0.51, 5.58, 0.82)  0.127
C (2.36, -0.36, -0.96)  -0.174
H (7.30, 11.61, -5.69)  0.088
O (-6.96, 3.08, -0.90)  -0.416
H (0.30, -9.53, 2.03)  0.125
C (3.80, -0.75, -1.23)  -0.198
C (-8.68, -5.71, -0.22)  -0.113
H (0.95, -9.68, 4.53)  0.121
H (2.05, -0.60, 0.06)  0.122
H (5.36, -3.62, -0.89)  0.087
O (3.52, 4.31, 3.93)  -0.203
H (-3.33, 0.34, -1.60)  0.098
O (-8.97, -0.38, -4.40)  0.131
O (1.02, -2.67, 0.60)  -0.205
C (8.16, 10.06, -0.09)  -0.112
H (-9.10, -6.18, 0.67)  0.088
H (6.70, 8.91, -3.62)  0.121
H (0.03, -7.19, 0.98)  0.082
H (3.23, 6.85, -0.40)  0.086
H (4.27, 10.35, -4.44)  0.128
H (-9.59, 1.02, -1.63)  0.131
H (-5.93, -4.87, 1.07)  0.122
H (6.21, 7.33, -3.02)  0.126
H (-0.32, -1.58, 1.73)  0.089
H (8.49, 11.10, -0.04)  0.088
C (4.01, 3.57, 1.69)  -0.178
C (0.19, -2.55, 1.74)  -0.113
H (-4.88, -1.23, -2.94)  0.071
H (2.64, 3.03, 5.29)  0.088
H (1.56, 4.05, 2.61)  0.121
C (-4.87, -4.72, 0.83)  -0.178
H (6.68, 8.16, -0.65)  0.126
H (-4.78, -5.48, -2.37)  0.126
H (3.75, 10.31, -1.94)  0.125
C (3.30, 3.91, 5.27)  -0.113
H (0.76, 3.28, 1.25)  0.126
C (1.54, 5.20, 0.77)  -0.202
C (1.64, -9.79, 3.69)  -0.179
C (0.72, -6.83, 1.75)  -0.105
C (4.76, 10.20, -2.35)  -0.179
H (-7.03, -4.53, -1.63)  0.127
C (-4.14, 2.73, -3.74)  -0.208
B (-9.45, 0.81, -3.82)  -0.516
O (1.45, -0.91, -1.91)  -0.132
H (0.64, -2.57, -2.70)  0.126
H (-3.15, -8.03, 2.48)  0.089

As for the lowest unoccupied orbital energy: 0.40 eV. The value obtained for the total energy is -3366.21031 a.u. As for the spin multiplicity: 1. The frontier orbital gap comes out at 9.37 eV.